# C29H38N4O2OsP2

A molecular structure, C29H38N4O2OsP2 (wB97M-V/def2-TZVPD, the Open Molecules 2025 dataset).

Cartesian coordinates (Å):
1 Os 0.1531 0.9135 -0.3810
2 C -1.6002 1.3805 -2.5094
3 C -1.1265 0.1066 -2.5419
4 C 0.0098 -0.4126 -3.3551
5 C 1.1016 0.6568 -3.4160
6 C 1.4682 1.3308 -2.1065
7 C 0.8526 2.4762 -1.4169
8 C -0.2275 3.3655 -1.9921
9 C -1.0973 2.6723 -3.0316
10 C 0.7365 1.7012 1.4807
11 H -2.6755 1.4094 -2.4061
12 H -1.8804 -0.6740 -2.3577
13 H -0.3817 -0.5738 -4.3664
14 H 0.3820 -1.3852 -3.0135
15 H 1.9843 0.2287 -3.8852
16 H 0.8277 1.4434 -4.1486
17 H 2.5644 1.3874 -2.0471
18 H 1.5381 3.0541 -0.7672
19 H 0.2192 4.2890 -2.4249
20 H -0.8749 3.6793 -1.1442
21 H -1.9899 3.2827 -3.2451
22 H -0.5953 2.5172 -3.9886
23 H -0.0198 2.5118 1.6444
24 H 1.7424 2.0919 1.4088
25 H 0.6967 0.9379 2.2730
26 P 1.7789 -0.7128 0.3437
27 P -1.7122 -0.5606 0.0440
28 N 3.3703 0.0145 -0.1528
29 N 2.5237 -1.5935 1.6454
30 N -3.3618 0.6526 -0.3698
31 N -2.7705 -1.5535 1.1985
32 C 0.9716 -2.0780 -0.6355
33 C -0.6046 -2.0933 -0.6278
34 C 3.7914 1.3505 -0.0951
35 C 5.1593 1.4224 -0.3708
36 C 5.6169 0.0591 -0.5476
37 C 4.4970 -0.7700 -0.3824
38 C 3.2336 -0.9602 2.6867
39 C 4.0001 -1.8933 3.3211
40 C 3.8408 -3.1474 2.6531
41 C 2.9669 -2.9224 1.5868
42 C -3.1584 2.0229 -0.3177
43 C -4.3150 2.6885 -0.8512
44 C -5.1915 1.6561 -1.2864
45 C -4.5830 0.4209 -1.0017
46 C -4.0615 -1.2281 1.6381
47 C -4.4592 -2.2069 2.5412
48 C -3.3722 -3.0959 2.7396
49 C -2.3309 -2.6636 1.9163
50 H 1.3504 -3.0758 -0.3515
51 H 1.3644 -1.9768 -1.6661
52 H -0.9564 -2.3215 -1.6386
53 H -0.9260 -2.9340 -0.0049
54 H 3.1326 2.1569 0.1422
55 H 5.7554 2.3294 -0.4240
56 H 6.6185 -0.2455 -0.7502
57 H 4.4014 -1.8387 -0.3874
58 H 3.0509 0.0792 2.8862
59 H 4.6743 -1.7158 4.1631
60 H 4.3347 -4.0791 2.8401
61 H 2.5864 -3.6066 0.8613
62 H -2.2488 2.4968 0.0537
63 H -4.4242 3.7530 -0.9113
64 H -6.1809 1.7742 -1.7257
65 H -4.9750 -0.5868 -1.0868
66 H -4.5783 -0.3813 1.2227
67 H -5.4591 -2.2215 2.9574
68 H -3.3501 -3.9408 3.3937
69 H -1.3705 -3.1102 1.7513
70 C -0.3746 -0.8575 3.3225
71 O -1.4667 0.0522 3.1428
72 C -1.7534 0.6904 1.9852
73 O -2.5428 1.6168 2.0427
74 H -0.7738 -1.6905 3.8895
75 H 0.3779 -0.3877 3.9643
76 H 0.0965 -1.1773 2.3905

Summary:
**LUMO energy (alpha / beta)**: -7.55 / -9.66 eV
**Expectation value of S²**: 6.0699
**Total charge**: +2
**HOMO (alpha / beta)**: -0.48722 / -0.49368 hartree
**F_max**: 4.39 eV Å⁻¹
**Multiplicity**: 5
**Kohn-Sham gap (alpha / beta)**: 5.71 / 3.78 eV